DFT (ωB97M-V with the def2-TZVPD basis set) results for a structure of composition C37H41AsCl6F4FeN4OSSi at a distorted geometry.

Values from the calculation:
- Expectation value of S²: 6.02
- 2S+1: 5
- Orbital gap (alpha / beta): 7.0 / 6.9 eV
- LUMO energy (alpha / beta): 0.09 / 0.08 eV

Geometry (Å):
Fe 0.96 0.15 1.60
C -1.33 -0.95 -1.27
C -0.42 -2.13 -1.00
N -0.01 -2.24 0.40
C 1.03 -3.27 0.53
C 1.88 -3.06 1.77
C -1.15 -2.58 1.26
C -1.80 -1.35 1.90
N -0.85 -0.73 2.78
C -0.88 -0.89 4.09
C 0.31 -0.57 4.80
F 1.35 -0.18 4.00
C 0.46 -0.66 6.16
F 1.63 -0.35 6.74
C -0.59 -1.09 6.96
C -1.78 -1.40 6.32
F -2.83 -1.80 7.07
C -1.94 -1.31 4.95
F -3.18 -1.59 4.45
H -1.35 -0.73 -2.34
H -0.94 -0.07 -0.75
H -2.35 -1.15 -0.95
H 0.49 -2.02 -1.60
H -0.92 -3.06 -1.34
H 1.68 -3.21 -0.35
H 0.58 -4.27 0.55
H 2.37 -2.08 1.71
H 2.63 -3.84 1.85
H 1.28 -3.08 2.68
H -0.80 -3.22 2.07
H -1.90 -3.15 0.69
H -2.72 -1.68 2.40
H -2.06 -0.63 1.12
H -0.50 -1.18 8.03
C -3.05 1.93 0.91
As -1.11 2.06 1.32
C -0.87 3.77 0.36
C -1.33 2.66 3.21
C -1.75 4.08 3.35
C -0.81 5.10 3.27
C -1.19 6.42 3.34
C -2.53 6.75 3.50
C -3.47 5.75 3.61
C -3.09 4.42 3.53
H -3.54 2.88 1.12
H -3.52 1.15 1.51
H -3.20 1.69 -0.15
H -1.54 4.54 0.76
H -1.09 3.63 -0.69
H 0.15 4.13 0.45
H -0.38 2.49 3.72
H -2.08 1.99 3.64
H 0.24 4.84 3.15
H -0.45 7.21 3.28
H -2.83 7.79 3.55
H -4.51 6.00 3.75
H -3.83 3.64 3.62
Cl -2.04 2.68 -6.28
C -0.80 1.55 -5.88
C -1.09 0.46 -5.07
C -0.08 -0.42 -4.74
C 1.22 -0.24 -5.19
C 2.31 -1.19 -4.74
C 3.33 -0.45 -3.82
N 2.65 0.12 -2.69
C 1.98 1.31 -2.68
C 1.37 1.39 -1.46
N 1.66 0.28 -0.73
C 2.43 -0.46 -1.49
O 1.74 -2.25 -4.01
C 2.17 -3.55 -4.38
C 1.44 -4.52 -3.50
C 2.00 -5.18 -2.44
Cl 3.61 -5.07 -1.90
S 0.87 -6.22 -1.63
C -0.37 -5.74 -2.72
C 0.07 -4.85 -3.64
C 1.48 0.84 -6.04
Cl 3.05 1.08 -6.71
C 0.48 1.74 -6.37
H -2.10 0.30 -4.72
H -0.27 -1.27 -4.11
H 2.86 -1.56 -5.62
H 3.84 0.34 -4.38
H 4.06 -1.17 -3.46
H 2.00 1.99 -3.51
H 0.74 2.17 -1.07
H 2.86 -1.40 -1.22
H 3.25 -3.66 -4.24
H 1.92 -3.76 -5.43
H -1.36 -6.15 -2.62
H -0.55 -4.42 -4.41
H 0.70 2.57 -7.02
Cl 3.02 2.99 3.87
Si 2.25 2.33 2.06
Cl 3.36 0.41 1.86
Cl 3.42 3.44 0.70


DFT (ωB97M-V with the def2-TZVPD basis set) results for a cluster of 2 separate species, C2H7NO2P2 in total at a distorted geometry.

Values from the calculation:
- Expectation value of S²: 2.01
- 2S+1: 3
- Orbital gap (alpha / beta): 7.8 / 6.7 eV
- LUMO energy (alpha / beta): 0.62 / -2.53 eV

Geometry (Å):
C -0.48 0.08 -1.31
C -0.12 -0.58 -0.09
N 0.30 -1.92 0.01
O -0.31 -0.49 -2.47
O -1.04 1.16 -1.20
P 0.54 1.99 1.44
P -0.87 0.32 1.24
H 1.57 0.26 -0.15
H -0.44 -2.55 -0.20
H 0.75 -1.96 0.90
H 0.22 -1.28 -2.47
H 0.25 2.44 0.23
H -0.45 2.82 1.99
H 0.06 -0.28 2.09


DFT (ωB97M-V with the def2-TZVPD basis set) results for a cluster of 11 separate species, C20H67N5O11 in total at a distorted geometry.

Values from the calculation:
- Expectation value of S²: 0.75
- 2S+1: 2
- Charge: +1
- Orbital gap (alpha / beta): 8.3 / 3.2 eV
- LUMO energy (alpha / beta): -2.75 / -7.86 eV

Geometry (Å):
C 1.07 -0.91 4.98
C 0.99 0.19 5.92
C -0.40 0.75 6.25
O -0.88 1.42 5.02
C -2.15 1.98 5.12
N 1.66 -0.20 7.14
H 0.48 -0.67 4.10
H 0.68 -1.90 5.23
H 2.11 -1.15 4.76
H 1.60 1.00 5.52
H -0.42 1.53 7.02
H -1.05 -0.08 6.52
H -2.17 2.62 6.00
H -2.90 1.20 5.20
H -2.36 2.42 4.14
H 1.42 -1.11 7.49
H 2.67 -0.21 7.03
C -2.48 1.31 0.29
C -3.29 2.59 0.32
C -4.24 2.72 1.52
O -5.21 1.74 1.44
C -6.36 2.02 2.25
N -2.33 3.71 0.26
H -1.90 1.26 -0.63
H -3.11 0.42 0.27
H -1.79 1.26 1.14
H -3.94 2.56 -0.55
H -4.64 3.74 1.55
H -3.64 2.63 2.42
H -7.21 1.39 2.01
H -6.69 3.05 2.11
H -6.04 1.92 3.28
H -2.11 3.86 -0.72
H -3.05 4.40 0.40
C 0.75 0.95 -6.60
C 1.07 0.69 -5.15
C 2.61 0.57 -4.70
O 3.14 -0.62 -5.27
C 2.78 -1.86 -4.71
N 0.39 1.74 -4.42
H 1.46 1.70 -6.93
H -0.28 1.26 -6.74
H 0.88 0.01 -7.15
H 0.46 -0.20 -5.02
H 2.71 0.56 -3.62
H 3.26 1.40 -4.97
H 2.85 -1.77 -3.63
H 3.34 -2.66 -5.19
H 1.74 -2.11 -4.94
H 0.79 2.62 -4.70
H 0.60 1.68 -3.43
C -1.97 -3.89 -0.22
C -1.83 -4.32 -1.61
C -1.27 -3.16 -2.47
O -2.15 -2.06 -2.34
C -1.62 -0.85 -2.95
N -0.90 -5.45 -1.59
H -2.59 -3.00 -0.09
H -1.05 -3.72 0.33
H -2.57 -4.62 0.34
H -2.75 -4.63 -2.10
H -1.20 -3.45 -3.51
H -0.24 -2.91 -2.21
H -2.15 0.01 -2.56
H -1.75 -0.89 -4.03
H -0.54 -0.85 -2.80
H -0.08 -4.94 -1.31
H -0.72 -5.64 -2.57
C 3.14 0.64 0.00
C 1.96 -0.02 -0.77
C 1.09 -0.88 0.17
O 1.81 -2.17 0.34
C 1.79 -2.62 1.70
N 1.13 1.03 -1.22
H 2.75 1.21 0.84
H 3.70 1.23 -0.73
H 3.83 -0.16 0.28
H 2.32 -0.61 -1.61
H 0.02 -0.93 -0.03
H 1.05 -0.30 1.09
H 2.28 -3.60 1.70
H 0.75 -2.76 1.98
H 2.28 -1.87 2.32
H 0.72 1.51 -0.44
H 1.67 1.78 -1.63
O 2.77 3.32 -2.27
H 2.90 3.49 -3.20
H 3.48 3.80 -1.84
O 4.54 -5.62 1.71
H 3.77 -6.10 2.02
H 5.08 -5.51 2.49
O 0.16 4.75 -2.49
H 0.88 4.12 -2.39
H -0.63 4.21 -2.51
O 1.04 2.42 3.39
H 0.25 2.23 3.89
H 0.75 2.47 2.48
O 1.72 -4.36 -1.09
H 2.66 -4.47 -1.23
H 1.65 -3.60 -0.50
O 0.53 3.09 0.63
H 1.03 3.86 0.35
H -0.38 3.39 0.64


DFT (ωB97M-V with the def2-TZVPD basis set) results for a structure of composition C10H16NSi at a distorted geometry.

Values from the calculation:
- Charge: +1
- Orbital gap: 10.1 eV
- LUMO energy: -2.79 eV

Geometry (Å):
C 3.69 -0.34 0.26
C 3.08 -1.51 -0.06
C 2.87 0.81 0.35
C 1.67 -1.54 -0.21
C 1.49 0.75 0.22
C 0.90 -0.44 -0.10
C 0.65 1.97 0.48
C -1.53 1.53 -0.39
C -1.87 -1.73 -1.32
C -1.27 -1.37 1.86
N -0.23 2.04 -0.73
Si -1.01 -0.78 -0.01
H 4.82 -0.25 0.52
H 3.61 -2.41 0.25
H 3.42 1.72 0.56
H 1.32 -2.49 -0.62
H -0.06 1.83 1.28
H 1.21 2.86 0.45
H -1.80 1.93 0.52
H -2.16 1.78 -1.24
H -2.78 -1.19 -1.56
H -1.37 -1.73 -2.26
H -2.10 -2.70 -0.99
H -1.35 -0.70 2.68
H -2.09 -2.14 1.94
H -0.36 -1.83 2.18
H -0.31 3.09 -0.83
H 0.31 1.51 -1.39


DFT (ωB97M-V with the def2-TZVPD basis set) results for a cluster of 2 separate species, C3H10NOS2 in total at a distorted geometry.

Values from the calculation:
- Charge: +1
- Orbital gap: 9.0 eV
- LUMO energy: -3.52 eV

Geometry (Å):
C -0.26 0.71 0.85
C -0.16 1.48 -0.38
C -1.37 0.42 1.49
N 0.82 0.90 -1.33
O 1.29 -3.43 0.15
S -0.77 -1.91 -1.17
S -0.35 -3.53 -0.40
H 1.51 -3.26 1.07
H 0.70 0.36 1.31
H 0.13 2.59 -0.29
H -1.19 1.52 -0.81
H -2.36 0.74 1.22
H -1.15 -0.24 2.34
H 0.66 -0.08 -1.66
H 1.77 1.12 -0.87
H 0.90 1.41 -2.27
H 0.16 -4.41 -1.46


DFT (ωB97M-V with the def2-TZVPD basis set) results for a cluster of 2 separate species, C3H11N2 in total at a distorted geometry.

Values from the calculation:
- Charge: +1
- Orbital gap: 11.8 eV
- LUMO energy: -3.24 eV

Geometry (Å):
C -1.87 -0.64 1.22
N -1.08 -1.56 0.86
H -1.57 0.04 2.01
H -2.91 -0.51 0.90
H -1.51 -2.09 0.10
H 0.59 -0.81 0.46
C 0.33 1.83 -0.74
C 0.96 0.53 -1.18
N 1.40 -0.32 -0.01
H 1.07 2.51 -0.32
H -0.14 2.33 -1.59
H -0.45 1.65 0.01
H 0.34 -0.06 -1.85
H 1.90 0.70 -1.72
H 2.01 -1.06 -0.37
H 1.93 0.26 0.64


DFT (ωB97M-V with the def2-TZVPD basis set) results for an isolated molecule of C5H9O5 at a distorted geometry.

Values from the calculation:
- Expectation value of S²: 0.75
- 2S+1: 2
- Orbital gap (alpha / beta): 10.5 / 9.0 eV
- LUMO energy (alpha / beta): 0.49 / -1.02 eV

Geometry (Å):
C 0.66 -1.48 -2.19
C 0.54 -0.38 -1.22
C 0.59 0.88 -1.61
C 0.46 2.03 -0.67
O -0.63 1.87 0.21
O -0.62 2.85 1.14
C 0.37 -0.78 0.23
O 1.54 -1.32 0.79
O -0.66 -1.71 0.40
O -0.58 -2.22 1.76
H 0.49 -2.44 -1.71
H -0.08 -1.38 -2.99
H 1.65 -1.51 -2.64
H 0.72 1.09 -2.66
H 1.36 2.14 -0.05
H 0.30 2.98 -1.20
H 0.09 0.10 0.84
H 1.25 -2.01 1.43
H -1.38 -1.86 2.18


DFT (ωB97M-V with the def2-TZVPD basis set) results for a structure of composition C19H32Br6O9 at a distorted geometry.

Values from the calculation:
- Orbital gap: 9.2 eV
- LUMO energy: -0.35 eV

Geometry (Å):
C -30.77 -26.93 -7.48
C -32.10 -26.70 -8.17
C -33.06 -27.88 -8.12
O -34.18 -27.36 -7.55
C -34.10 -26.02 -7.18
O -34.90 -25.27 -6.59
O -32.82 -25.64 -7.50
H -31.00 -27.28 -6.47
H -30.21 -26.00 -7.37
H -30.12 -27.70 -7.90
H -31.91 -26.37 -9.19
H -32.70 -28.63 -7.41
H -33.12 -28.27 -9.13
C -16.62 -29.51 -4.24
C -17.17 -29.06 -2.86
C -17.50 -27.56 -2.86
O -18.92 -27.55 -2.53
C -19.42 -28.78 -2.48
O -20.52 -29.02 -2.26
O -18.42 -29.66 -2.58
H -16.84 -28.74 -4.99
H -17.05 -30.47 -4.53
H -15.55 -29.67 -4.10
H -16.34 -29.18 -2.17
H -17.17 -27.07 -3.78
H -16.92 -27.00 -2.13
C -26.12 -26.37 -0.44
C -26.90 -25.58 -1.39
O -27.08 -24.38 -1.20
C -27.67 -26.32 -2.52
H -25.25 -26.84 -0.91
H -26.84 -27.07 -0.01
H -25.82 -25.86 0.47
H -27.18 -27.27 -2.73
H -27.72 -25.76 -3.45
H -28.69 -26.48 -2.18
C -31.67 -21.55 -3.17
C -32.63 -20.62 -2.54
O -32.37 -19.51 -2.15
C -34.09 -21.09 -2.46
H -31.50 -21.53 -4.25
H -32.00 -22.58 -3.03
H -30.70 -21.37 -2.71
H -34.55 -20.49 -1.68
H -34.24 -22.16 -2.36
H -34.60 -20.72 -3.35
C -33.11 -26.84 -0.56
C -33.93 -26.89 0.69
O -34.10 -27.94 1.28
C -34.49 -25.48 1.25
H -33.10 -25.90 -1.11
H -33.45 -27.65 -1.21
H -32.10 -26.94 -0.16
H -33.67 -24.77 1.22
H -34.87 -25.57 2.26
H -35.23 -25.30 0.46
C -22.29 -31.09 2.21
Br -23.46 -29.71 3.00
Br -22.42 -32.85 3.23
Br -20.37 -30.78 2.25
H -22.52 -31.24 1.15
C -28.41 -24.80 4.09
Br -29.53 -23.80 5.32
Br -29.13 -26.63 3.77
Br -26.57 -24.97 4.82
H -28.42 -24.26 3.15


Number 1: energy -246988.89844 eV. Number 2: energy -26344.39037 eV. Number 3: energy -51787.39012 eV. Number 4: energy -19989.21713 eV. Number 5: energy -28471.93492 eV. Number 6: energy -6262.65955 eV. Number 7: energy -15560.57658 eV. Number 8: energy -458901.34429 eV.